Record 1
Computed, not measured: a cluster of 15 separate species, H29O15 in total in a non-equilibrium geometry, with ωB97M-V with the def2-TZVPD basis set.

Values from the calculation:
Multiplicity: 2
Expectation value of S²: 0.75
Kohn-Sham gap (spin up / spin down), eV: 1.9 / 8.6
Charge: -2

Structure (XYZ):
```
44
Properties=species:S:1:pos:R:3:forces:R:3
O -3.42817 2.20445 -2.87383 -0.1527 -1.6031 1.1503
H 0.21085 -0.44616 -2.40523 0.2653 0.1740 -0.7866
H 2.96439 -0.30677 3.20012 -0.2485 -0.5200 0.1220
O 2.48902 0.31502 -2.17388 0.0488 -0.3513 0.8190
H 2.94745 -0.51219 -1.94720 -0.0557 0.3104 -0.3278
H 1.60041 -0.44366 4.96688 0.1216 -0.3243 0.0381
O 3.37753 0.07756 2.43181 0.6359 0.9269 -0.7039
H 0.84926 -0.03336 3.67874 0.0182 0.0104 0.4430
H 2.20010 -2.76741 0.57950 -0.1882 -0.1370 0.0984
O -0.40318 5.21796 -0.17422 1.0804 -0.5624 -1.1088
H 0.71233 -0.30582 -3.88854 -0.4076 -0.2316 0.8753
H -0.45939 4.57764 -0.92578 0.0262 0.8963 0.9618
O -5.39150 0.38141 -0.62037 -0.2079 0.1046 0.4731
H -5.28693 0.15509 -1.53968 0.1325 -0.0809 -0.5202
H -2.49185 3.26532 1.20281 -0.1183 -0.1306 0.5015
O -1.47017 -1.45221 0.45370 -1.0258 -0.6595 -0.7289
H 2.03715 0.44344 -1.30642 0.0175 -0.0358 -0.3268
H -0.50528 -1.36330 0.35204 -0.5178 1.2400 0.6342
O -1.85372 -2.56033 -3.03247 0.8629 0.6350 2.0346
H -4.50239 0.33323 -0.25797 0.1170 -0.0609 0.0721
H -3.12157 3.07360 -3.09771 0.4811 0.5037 0.4733
O -0.03831 -0.60708 -3.34058 0.4351 0.4468 0.2367
H -1.82107 -2.59103 -2.04948 -1.0818 -0.9146 -0.3296
H -3.09170 1.90102 -1.97956 -0.3574 1.1196 -1.6113
O 0.66642 -3.05590 -0.55447 -0.8457 1.4104 0.8910
H -1.68135 3.12551 -0.06112 -2.0432 1.1446 1.1414
H 2.83273 -0.08975 1.64986 0.1262 -0.2200 0.2875
O 1.06654 -0.60458 0.21901 0.2481 0.0281 0.5904
H -1.18352 5.76069 -0.24567 -0.5400 -0.0491 0.0131
O -0.02809 1.64491 0.62319 -0.7438 1.9542 0.0479
H 0.57126 2.40839 0.64674 -0.0738 -0.5421 0.1291
H 1.22067 -0.61649 1.18615 -0.1554 -0.2112 -0.5869
O 3.35022 -2.59293 3.70002 1.5328 1.1548 1.0885
H 3.33173 -3.05825 2.87282 -0.9321 -0.5059 -0.4190
H 2.63348 -2.66839 4.33450 -0.6415 -0.7090 -0.5902
O -2.49895 3.63611 0.32151 1.8021 -1.5804 -1.4506
H -1.19142 -1.83384 -2.99029 -0.2375 -0.0811 -1.7631
H 0.49494 -2.10394 -0.13416 1.7888 -2.1349 -1.2917
O 3.09858 -2.80891 0.25148 1.2337 -0.3348 0.8645
H -1.70829 -1.05199 1.28305 0.1554 0.3288 0.4792
H 0.48335 0.83035 0.41615 0.2684 -0.7326 -0.3022
O 0.93508 0.16790 4.63203 -0.3677 0.3592 -0.3029
H 2.96731 -2.43663 -0.61042 -0.1356 0.1930 -0.6228
H 0.21913 -2.98477 -1.38965 -0.3202 -0.2274 -0.6928
```
Positions in Å, forces in eV/Å.

Record 2
Computed, not measured: a structure of composition CHBr3O in a non-equilibrium geometry, with ωB97M-V with the def2-TZVPD basis set.

Values from the calculation:
Kohn-Sham gap (spin up / spin down), eV: 7.4 / 7.4

Structure (XYZ):
```
6
Properties=species:S:1:pos:R:3:forces:R:3
C -0.35493 -0.18092 0.03571 1.2737 0.8852 0.3167
O 0.10701 -0.15022 -1.18891 -0.3998 0.1054 0.0822
Br -2.16733 0.23227 0.16328 0.2396 0.1561 -0.0103
Br 1.09532 1.87645 1.04883 -1.0402 -1.3110 -0.6384
Br 0.24528 -1.55310 1.19622 0.0172 0.2070 -0.1383
H 1.07465 -0.22448 -1.25513 -0.0904 -0.0427 0.3882
```
Positions in Å, forces in eV/Å.

Record 3
Computed, not measured: a cluster of 2 separate species, C2H10NO in total in a non-equilibrium geometry, with ωB97M-V with the def2-TZVPD basis set.

Values from the calculation:
Kohn-Sham gap, eV: 12.4
Charge: +1

Structure (XYZ):
```
14
Properties=species:S:1:pos:R:3:forces:R:3
C -0.26376 -1.76803 -0.27431 2.5789 2.1491 -2.4310
N 0.77523 -0.74877 0.20760 -1.7966 -0.7430 -0.0414
C 0.31613 0.30184 1.17980 -0.1401 0.3534 1.6526
H -0.10660 -2.11697 -1.29746 1.0445 -0.2632 0.3789
H -1.18778 -1.36305 -0.38890 -2.6669 1.7342 0.5418
H -0.19298 -2.43155 0.45123 -0.3378 -3.7547 2.7857
H 1.66197 -1.22193 0.41017 -0.2879 0.3957 0.2098
H 0.89423 -0.08885 -0.47825 1.0428 1.1588 -3.2258
H 0.88495 1.23918 0.91410 -0.8894 -1.0333 0.5063
H -0.80210 0.44839 1.15289 1.4601 -0.2241 -0.3367
H 0.60053 -0.04527 2.16703 -0.0802 0.2159 0.2427
H -0.29937 2.09904 -1.77749 -0.8759 -0.1779 1.0493
H -0.87763 2.75255 -0.44199 0.1882 -2.6368 -1.5835
O -0.78951 1.84588 -0.94969 0.7605 2.8258 0.2513
```
Positions in Å, forces in eV/Å.

Record 4
Computed, not measured: a structure of composition C30H80O10 in a non-equilibrium geometry, with ωB97M-V with the def2-TZVPD basis set.

Values from the calculation:
Kohn-Sham gap, eV: 8.9

Structure (XYZ):
```
120
Properties=species:S:1:pos:R:3:forces:R:3
C 0.10474 2.03537 4.61474 2.8179 4.9064 3.6428
C 0.66002 1.46295 6.02268 -3.8856 2.9998 -0.2182
C 0.97358 0.04947 6.05973 -10.4252 -0.0401 4.3681
O 1.70943 2.27564 6.39802 3.6681 -5.0199 -2.6856
H -0.49306 1.39431 4.16813 -3.4231 -2.7402 -2.0880
H 0.97584 2.17710 3.95971 -2.8032 0.7563 1.0893
H -0.30768 3.16355 4.75143 0.4712 -2.8742 -0.1502
H -0.21849 1.61903 6.76872 1.2528 -0.2174 -1.0970
H 1.74421 -0.30109 5.73158 8.1241 -3.4966 -5.1795
H -0.03360 -0.42771 5.62986 2.4489 0.3761 0.7889
H 1.11729 -0.37994 7.07564 -0.9211 0.7641 0.1516
H 1.49197 2.99882 6.82806 -1.8906 5.3034 3.1061
C 1.24151 -0.59891 -0.81715 1.5913 0.2481 -3.0104
C -0.03762 -0.31610 -0.20521 -3.8865 -2.2497 3.3620
C 0.21962 0.42649 1.10391 -7.3820 1.6409 -3.7653
O -0.97862 0.31065 -1.05928 -0.1334 1.5498 -1.7511
H 1.10797 -1.10663 -1.78598 0.2709 -0.2888 0.4016
H 2.05309 -1.01499 -0.24539 -0.4655 -1.2394 0.7011
H 1.82608 0.28437 -1.08970 -1.1032 0.1443 0.2353
H -0.70765 -1.28001 0.04935 2.2272 1.1824 -0.1124
H -0.78544 0.40229 1.70090 1.5994 0.2631 -0.7023
H 0.41414 1.51832 0.80720 -0.3644 -1.0601 0.4776
H 1.11550 0.13647 1.68157 -6.4576 1.0738 -6.3391
H -1.93881 0.20943 -0.88026 1.0024 -0.7062 0.5845
C -4.24255 0.00663 -2.82289 -1.2434 3.1959 0.6057
C -3.98984 -1.36846 -2.30793 1.1023 -1.3882 -2.6716
C -2.74551 -2.09588 -2.99092 -2.4638 -0.0201 -1.4758
O -3.70319 -1.19838 -1.02969 3.6040 0.4625 5.5560
H -4.67033 0.08080 -3.78853 -0.6691 -0.2457 -1.1433
H -3.33640 0.74279 -2.93232 -1.2950 -1.7271 0.7552
H -5.04791 0.54001 -2.08941 1.9035 -1.0889 -1.6726
H -4.78548 -2.09245 -2.16432 -1.0240 -0.0301 -2.0394
H -3.06147 -2.29852 -4.10809 0.4382 -0.1689 2.1657
H -2.52425 -3.04881 -2.42032 0.0953 1.2306 -0.8632
H -1.93246 -1.38726 -3.16073 -0.0998 -0.3073 1.1309
H -4.45043 -1.00068 -0.48801 -0.8050 0.2406 0.2859
C 3.87777 1.91664 2.82743 1.7840 -0.2743 2.8323
C 2.70274 1.16336 3.42088 2.4161 -1.6500 -2.5260
C 2.14186 0.19902 2.37946 7.8041 0.6514 0.0691
O 3.17946 0.41663 4.48364 -0.4949 1.0624 2.6543
H 3.56537 2.58955 2.12729 -0.4350 1.6163 -2.4266
H 4.76352 1.33162 2.61622 -0.4400 -0.9936 -1.2459
H 4.47836 2.49491 3.57213 -1.3641 0.2438 0.2797
H 1.91332 1.84607 3.68152 2.2435 -0.6708 -0.5235
H 2.72262 -0.55757 1.75859 0.6763 0.1069 1.9919
H 1.93613 0.69943 1.41308 3.2565 2.0745 1.2008
H 1.20928 -0.24422 2.38642 0.1039 -3.4800 7.1777
H 2.87826 0.98971 5.24530 1.2617 -1.0824 -0.5946
C 2.29013 -4.99864 -0.22479 -6.0514 -0.8257 -4.6838
C 0.95361 -5.62373 0.05544 0.0945 -1.4070 -2.0723
C -0.16630 -4.86242 -0.67479 -1.6950 0.2375 1.4727
O 1.07060 -6.93932 -0.51711 -1.4980 -0.7175 -0.5303
H 2.24998 -4.04037 -0.14955 -0.5683 6.5812 1.4155
H 2.52734 -4.97327 -1.25968 0.3497 -1.3184 -1.1028
H 2.95529 -5.27881 0.35506 6.5747 -3.2343 5.1286
H 0.62670 -5.61667 1.08724 1.4141 -1.0855 -0.4037
H -1.25012 -5.20501 -0.78536 1.3317 -0.3425 1.4563
H -0.06918 -4.69601 -1.67985 1.6023 0.3652 -2.7640
H -0.18763 -3.86382 -0.21007 -0.2406 -0.3024 -0.4439
H 1.69823 -7.58908 -0.18209 0.0949 0.8316 0.6016
C -0.40617 -4.18017 2.07520 -4.4479 2.4926 2.1951
C -0.71576 -4.35906 3.52538 3.5114 -1.9132 0.6305
C -0.42435 -3.21880 4.40458 2.7756 -2.4986 -2.0929
O -1.98287 -4.96971 3.73452 1.5876 -1.3691 -0.5379
H 0.42056 -3.89758 1.58821 4.1831 1.6988 0.0961
H -1.08963 -3.42327 1.73159 -1.0295 -0.0029 -0.7691
H -0.50261 -5.09013 1.65709 -2.2175 -2.4585 -1.1154
H 0.14905 -5.07599 3.76907 -1.7342 -0.0851 0.4456
H -0.14265 -3.42039 5.33620 0.0693 -1.3141 4.2390
H -1.08995 -2.55041 4.30350 -5.6699 4.9389 0.0238
H 0.40423 -2.64368 4.14691 2.0488 0.5735 -1.4740
H -2.69475 -4.40080 3.95979 -0.4837 1.2799 0.2317
C 2.94813 3.40701 -3.90605 1.9304 -3.3238 -4.3332
C 3.76383 2.39505 -3.11478 -2.7424 0.0004 -2.2476
C 2.86798 1.52448 -2.29221 4.4158 -3.1537 0.1283
O 4.41498 1.51403 -3.98915 0.2531 -1.0189 -0.6064
H 2.43379 4.08447 -3.35559 2.5181 1.3341 0.5658
H 2.05700 2.88887 -4.52765 2.8136 0.7429 1.4977
H 3.54223 3.98347 -4.64366 0.0266 -0.3740 0.2979
H 4.49891 2.86326 -2.56925 1.4330 1.2956 1.8290
H 2.25850 1.94998 -1.59988 -1.0534 1.8947 2.1514
H 3.77285 0.89912 -1.69727 -2.9656 0.8874 -1.2691
H 2.16276 0.86905 -2.84158 1.0531 0.2638 -0.3202
H 5.24139 1.90818 -4.24505 0.4601 0.1525 -0.3345
C 0.41959 3.98750 -3.49039 7.1703 -7.3795 0.6868
C -0.06393 2.95032 -2.47958 -7.0011 4.6997 -3.4571
C -0.55122 3.63793 -1.24708 -5.7249 -1.6196 -2.3595
O -1.35216 2.33490 -3.03499 2.7054 -2.8157 2.3382
H 0.58370 3.67530 -4.63282 -0.3889 0.0617 2.7324
H 1.59041 4.20637 -3.00361 -7.5516 0.8391 -0.3032
H -0.09072 4.74012 -3.62197 -5.7223 7.8041 -0.2357
H 0.64317 2.43675 -2.06369 3.8028 -4.5314 0.8358
H -0.87096 2.90461 -0.53474 -0.1967 -0.4288 0.4834
H -1.42721 4.31214 -1.46007 0.5486 -0.7982 -0.0240
H 0.08369 4.23129 -0.85545 5.0082 4.0068 2.9765
H -1.35645 1.46636 -2.44308 -0.1543 2.2342 -1.7484
C -3.87710 4.14041 2.73707 3.0606 0.7243 -8.0365
C -4.82170 3.67992 1.62879 2.5406 0.5734 -2.4394
C -4.27239 2.35384 0.98118 -2.7009 -1.4845 1.1249
O -6.01538 3.38843 2.17884 -3.6649 0.5267 1.5826
H -3.75411 3.48832 3.41966 0.4652 -5.2401 4.6953
H -4.20619 4.94454 3.17477 -1.6690 4.9028 2.1756
H -2.81312 4.28651 2.31069 -1.5800 0.2284 0.5409
H -5.02522 4.50086 0.77218 1.0838 -1.5935 1.6454
H -3.45995 2.39224 0.32839 1.4165 0.8141 -1.0540
H -5.11436 1.86994 0.39370 0.7937 0.6870 0.5411
H -3.99071 1.53828 1.72626 -0.4311 1.3144 -0.3535
H -6.45776 4.23197 2.48117 0.7468 -1.4986 -0.4670
C 1.17780 0.00005 -5.72743 -2.0373 -1.3665 -0.5318
C 1.06867 -1.36232 -5.03088 0.9179 -0.2897 -1.7020
C -0.30770 -2.01582 -5.11110 1.1957 2.0460 4.0452
O 2.03566 -2.21663 -5.69459 0.4575 0.4240 1.3632
H 0.51829 0.51876 -5.13617 -1.4581 2.3379 1.5147
H 0.79606 0.19217 -6.73870 0.0063 -1.0977 -0.0088
H 2.11109 0.43201 -5.69821 2.3272 0.7615 0.4567
H 1.49831 -1.19005 -3.96788 -1.3869 -0.4506 -1.2451
H -0.91119 -1.98127 -5.91593 -1.0203 0.2501 -3.6944
H -0.93782 -1.45181 -4.41172 0.5118 0.0169 -0.1847
H -0.35282 -2.98566 -4.71292 0.4435 -1.5147 0.4692
H 2.78472 -1.77194 -5.26118 0.6543 -1.0031 -1.0007
```
Positions in Å, forces in eV/Å.

| no. | calculated total energy (Eh) |
| --- | --- |
| 1 | -1145.9072 |
| 2 | -7835.9233 |
| 3 | -211.8963 |
| 4 | -1942.3711 |